Entry 1:
Formula: H15LiO8
Source: OMol25
Level of theory: wB97M-V/def2-TZVPD

gap between HOMO and LUMO	0.3203	Eh
E_LUMO	-0.781	eV
total energy	-618.45152	a.u.

Geometry as ORCA input:
```
! wB97M-V def2-TZVPD RIJCOSX def2/J DEFGRID3
* xyz 0 1
Li -0.4068 0.3185 -0.2795
O 1.4802 -0.0935 -0.4845
H 1.8472 0.6505 -0.0715
O 0.2312 -2.6505 -0.5795
H -0.0328 -2.8105 -1.3685
H 0.7232 -1.7865 -0.6385
O -0.9198 2.4905 2.8795
H -1.1298 1.9965 2.0125
H -1.0898 3.3775 2.7405
O 1.9342 -0.9215 -2.9085
H 2.4552 -1.6245 -2.5565
H 1.8622 -0.6155 -1.9585
O -1.4458 -0.0295 -1.9795
H -1.3758 -0.8895 -2.3145
H -1.5908 0.4485 -2.7565
O 2.1462 -1.5025 1.7195
H 1.4642 -1.1615 2.3035
H 1.9002 -1.1345 0.8915
O -1.2148 -0.6205 1.5175
H -2.2048 -0.2275 1.8285
H -0.8048 -0.8985 2.3775
O -1.3458 2.3125 0.1605
H -0.5478 2.8815 0.0925
H -1.9358 2.4905 -0.6275
*
```

Results of the Löwdin charge analysis, in e, for atoms 1 through 8: Li 0.690; O -0.427; H -0.054; O 0.008; H -0.088; H -0.001; O -0.063; H 0.020

---

Entry 2:
Formula: H16NO6
Source: OMol25
Level of theory: wB97M-V/def2-TZVPD

gap between HOMO and LUMO	0.1235	Eh
E_LUMO	-11.214	eV
total energy	-515.17889	a.u.

Geometry as ORCA input:
```
! wB97M-V def2-TZVPD RIJCOSX def2/J DEFGRID3
* xyz 1 1
N 1.9199 -1.1377 -2.4504
H 1.6175 -0.6699 -3.4330
H 2.4015 -0.4523 -1.8761
H 2.5965 -1.7490 -2.7239
H -1.3261 0.4591 1.2310
H 0.0228 -3.4262 -0.4294
H 0.2180 -2.3534 -1.4884
O -0.4686 -2.8136 -0.9350
H -0.9544 -0.4961 -1.5262
H -1.3029 0.3520 -2.6877
O -1.3675 -0.5540 -2.4173
H -0.8359 0.6392 2.7725
H -1.2392 0.9167 4.2056
O -0.4497 0.5816 3.7371
H 1.4609 0.6530 0.8028
H 0.0576 0.1384 0.5008
O 1.0290 0.0910 0.1278
H -2.7346 1.2332 -0.1698
H -2.9229 2.5877 -1.0268
O -3.0843 1.5628 -0.9915
H 1.0394 1.2568 2.8122
H 2.3676 1.7889 3.3706
O 1.9554 1.3920 2.5951
*
```

Results of the Löwdin charge analysis, in e, for atoms 1 through 8: N 0.137; H 0.147; H 0.037; H 0.004; H 0.405; H 0.028; H 0.016; O -0.022

---

Entry 3:
Formula: H16NO6
Source: OMol25
Level of theory: wB97M-V/def2-TZVPD

gap between HOMO and LUMO	0.3467	Eh
E_LUMO	-3.630	eV
total energy	-515.44518	a.u.

Geometry as ORCA input:
```
! wB97M-V def2-TZVPD RIJCOSX def2/J DEFGRID3
* xyz 1 1
N -0.0231 0.3445 0.4500
H -0.6761 -0.2255 0.0330
H 0.3349 1.1045 -0.1570
H 0.6319 -0.4115 0.4250
H -0.0111 0.7405 1.3040
O -2.6031 0.2885 -3.0980
H -1.9661 -0.1475 -2.4930
H -3.0611 -0.6435 -3.3280
O 2.7289 -0.5875 -1.2140
H 2.8279 -0.0035 -1.8880
H 3.0839 -0.1505 -0.4390
O -0.8251 -1.1075 -2.2920
H -1.0161 -2.0185 -1.9230
H -0.1091 -0.9825 -2.7230
O 1.2589 -0.4715 3.4970
H 2.1049 -0.3705 3.9220
H 1.4189 -1.4455 3.2590
O -2.3711 -1.2725 1.4570
H -2.4271 -0.9575 2.3210
H -2.0341 -2.2325 1.6060
O 0.7969 3.2895 0.7180
H 1.4979 3.2245 0.0540
H 0.4389 4.0355 0.5080
*
```

Results of the Löwdin charge analysis, in e, for atoms 1 through 8: N 0.362; H 0.069; H 0.146; H 0.119; H 0.078; O -0.150; H -0.076; H 0.110

---

Entry 4:
Formula: H16O7S
Source: OMol25
Level of theory: wB97M-V/def2-TZVPD

gap between HOMO and LUMO	0.1281	Eh
E_LUMO	-6.641	eV
total energy	-934.14415	a.u.

Geometry as ORCA input:
```
! wB97M-V def2-TZVPD RIJCOSX def2/J DEFGRID3
* xyz 0 1
S 1.7771 0.2617 2.2224
H 0.7652 1.0835 2.0873
H -0.2572 -1.1271 2.9723
H -0.9962 2.5562 -0.2117
H -0.2765 3.2679 0.9104
O -0.5053 2.4217 0.6161
H -2.5699 1.8479 -2.2145
H -1.2966 1.1022 -1.6317
O -1.8996 1.9311 -1.5180
H -0.4055 -1.7383 2.7888
H 1.8018 -1.7721 0.9391
O 1.8026 -2.2330 0.0912
H 0.8588 -2.3978 -0.2341
H -1.2550 -2.8441 -0.5343
O -0.7140 -2.0708 -0.5007
H 0.8671 0.0034 -1.5540
H -0.4644 -0.6723 -1.7621
O -0.0605 0.1730 -2.0729
H -1.4202 -0.9065 0.4082
H -1.0161 0.5772 0.5978
O -1.7981 -0.0197 0.7334
H 2.2804 0.8623 -0.3777
H 2.4668 -0.5634 -0.6033
O 2.3153 0.2569 -1.1519
*
```

Results of the Löwdin charge analysis, in e, for atoms 1 through 8: S 0.697; H -0.245; H 0.008; H 0.010; H 0.023; O -0.062; H 0.061; H 0.017

---

Entry 5:
Formula: H16O8
Source: OMol25
Level of theory: wB97M-V/def2-TZVPD

<S²>	0.750
gap between HOMO and LUMO (spin up / spin down)	0.1252 / 0.3875	Eh
E_LUMO (spin up / spin down)	3.131 / 3.063	eV
total energy	-611.50324	a.u.

Geometry as ORCA input:
```
! wB97M-V def2-TZVPD RIJCOSX def2/J DEFGRID3
* xyz -1 2
O 1.9431 3.9019 0.4688
H 1.3808 3.1646 0.2313
H 2.7431 3.4959 0.8025
O -0.1529 -3.6036 -1.6527
H -0.5060 -4.2333 -2.2812
H -0.7805 -2.8810 -1.6584
O 0.1936 -0.2051 -0.3401
H -0.5071 -0.5459 -0.8961
H 0.2159 0.7328 -0.5299
O 2.5375 0.2557 0.7986
H 1.7668 -0.1215 0.3744
H 3.1876 -0.4467 0.7836
O -0.8711 -2.6069 1.1269
H -1.6380 -2.6958 0.5610
H -0.3916 -1.8613 0.7659
O 0.1413 1.7628 2.8748
H -0.6025 1.4384 3.3826
H 0.3392 1.0558 2.2606
O -1.6706 -1.3113 -1.8917
H -1.8691 -1.0693 -2.7962
H -2.4618 -1.7522 -1.5820
O -0.6144 2.4854 -0.2049
H -1.3130 2.0275 0.2626
H -1.0703 3.0131 -0.8606
*
```

Results of the Löwdin charge analysis, in e, for atoms 1 through 8: O -0.073; H -0.021; H 0.023; O -0.128; H 0.007; H -0.060; O -0.133; H -0.024

---

Entry 6:
Formula: H16O8
Source: OMol25
Level of theory: wB97M-V/def2-TZVPD

gap between HOMO and LUMO	0.3813	Eh
E_LUMO	0.078	eV
total energy	-611.47510	a.u.

Geometry as ORCA input:
```
! wB97M-V def2-TZVPD RIJCOSX def2/J DEFGRID3
* xyz 0 1
O -1.8551 2.6536 -1.2422
H -1.1953 2.1942 -1.7859
H -1.9021 2.5805 -0.2909
O 0.6420 0.3830 -0.0205
H 0.2759 -0.4223 -0.2460
H -0.0487 0.9310 0.4069
O -1.6906 -0.7957 -1.2204
H -2.3900 -0.4312 -0.7676
H -1.9539 -0.4890 -2.0920
O -1.1852 2.1026 1.4151
H -0.5054 2.6334 1.7747
H -1.9820 1.9440 2.0633
O -0.7246 -2.9024 2.1926
H -1.1858 -3.6326 1.8120
H -0.0044 -2.7403 1.5191
O 3.4293 0.5797 1.0215
H 2.4880 0.7665 0.7139
H 3.4978 -0.2480 1.3578
O 1.2274 -2.6536 0.3166
H 1.3774 -3.6290 0.3738
H 2.0726 -2.4266 0.0624
O 0.2542 1.5460 -2.5052
H 0.7682 0.9924 -3.1340
H 0.5898 1.0639 -1.7253
*
```

Results of the Löwdin charge analysis, in e, for atoms 1 through 8: O -0.083; H -0.023; H -0.024; O -0.035; H -0.022; H 0.040; O -0.005; H 0.000

---

Entry 7:
Formula: H16O8
Source: OMol25
Level of theory: wB97M-V/def2-TZVPD

gap between HOMO and LUMO	0.3681	Eh
E_LUMO	-0.016	eV
total energy	-611.50761	a.u.

Geometry as ORCA input:
```
! wB97M-V def2-TZVPD RIJCOSX def2/J DEFGRID3
* xyz 0 1
O 9.0397 4.4765 5.2288
H 8.2285 4.5337 5.7337
H 9.3038 3.5594 5.3018
O 6.0146 10.1946 5.8209
H 5.4595 10.6782 5.2092
H 6.8336 10.0574 5.3447
O 4.6577 6.1149 3.5277
H 4.6442 6.8493 2.9139
H 5.2640 6.3886 4.2160
O 3.3069 9.0148 6.6064
H 3.1013 8.5097 7.3930
H 4.2624 9.0708 6.6001
O 8.4300 6.4867 3.2949
H 9.1301 6.0339 3.7650
H 7.8275 6.7746 3.9807
O 6.7482 4.6634 7.2611
H 5.8327 4.6038 7.5338
H 7.2282 4.1625 7.9206
O 6.6284 8.8620 8.0931
H 7.1082 9.3771 8.7417
H 6.5869 9.4266 7.3212
O 6.7353 6.7867 5.5066
H 6.6929 6.0833 6.1544
H 6.6928 7.5915 6.0230
*
```

Results of the Löwdin charge analysis, in e, for atoms 1 through 8: O -0.034; H -0.003; H 0.045; O -0.032; H 0.076; H 0.068; O -0.057; H 0.029

---

Entry 8:
Formula: H16O8
Source: OMol25
Level of theory: wB97M-V/def2-TZVPD

gap between HOMO and LUMO	0.3268	Eh
E_LUMO	-0.365	eV
total energy	-611.26937	a.u.

Geometry as ORCA input:
```
! wB97M-V def2-TZVPD RIJCOSX def2/J DEFGRID3
* xyz 0 1
O -0.0090 -2.4886 -1.0198
H 0.4492 -1.6855 -1.2676
H 0.3831 -2.7404 -0.1837
O 0.0281 0.4674 0.2410
H -0.8926 0.4974 0.5010
H 0.0385 -0.0828 -0.5422
O -0.3326 0.3701 3.0688
H -0.4681 -0.4699 3.5073
H -1.0070 0.3981 2.3902
O 1.0834 2.3603 0.1887
H 0.7187 1.4801 0.0963
H 1.2639 2.4482 1.1246
O -1.7015 -0.0783 -1.6987
H -1.9151 0.7648 -2.0984
H -1.1270 -0.5062 -2.3336
O 2.7213 -0.1927 -0.1873
H 1.9354 -0.6521 -0.4830
H 2.8290 0.5250 -0.8115
O 0.9378 -0.6272 -1.6368
H 1.6931 -0.0895 -1.8749
H 0.3482 -0.5589 -2.3878
O -1.9854 0.2859 1.6106
H -2.8596 0.4385 1.2520
H -2.1318 0.1362 2.5446
*
```

Results of the Löwdin charge analysis, in e, for atoms 1 through 8: O -0.032; H -0.172; H 0.047; O -0.017; H 0.026; H -0.009; O -0.036; H 0.042

---

Entry 9:
Formula: H16O8
Source: OMol25
Level of theory: wB97M-V/def2-TZVPD

gap between HOMO and LUMO	0.3660	Eh
E_LUMO	-0.524	eV
total energy	-611.50172	a.u.

Geometry as ORCA input:
```
! wB97M-V def2-TZVPD RIJCOSX def2/J DEFGRID3
* xyz 0 1
O -20.8770 -23.0630 3.8530
H -20.6340 -22.6620 4.7030
H -21.7610 -22.7360 3.7100
O -19.0890 -24.1970 7.4830
H -19.3280 -23.3010 7.3180
H -18.1420 -24.2530 7.5400
O -17.9020 -26.4510 2.7680
H -18.3980 -25.9080 3.3820
H -18.4050 -26.3690 1.9850
O -18.8430 -24.7950 4.6920
H -19.1570 -24.9940 5.5760
H -19.5390 -24.2650 4.2660
O -16.9030 -22.8840 5.3710
H -17.6500 -23.4710 5.5180
H -16.9630 -22.2580 6.0810
O -18.1050 -22.9210 2.6710
H -17.7800 -23.4090 3.3820
H -18.3910 -22.0860 3.0240
O -15.8370 -26.7370 4.5870
H -16.6210 -26.6950 4.0240
H -15.4140 -25.8790 4.4650
O -19.8720 -24.1790 0.8990
H -19.1960 -23.8840 1.5490
H -19.3820 -24.9110 0.4400
*
```

Results of the Löwdin charge analysis, in e, for atoms 1 through 8: O -0.031; H 0.057; H 0.062; O -0.012; H 0.032; H 0.048; O -0.032; H -0.008

---

Entry 10:
Formula: H16O8
Source: OMol25
Level of theory: wB97M-V/def2-TZVPD

gap between HOMO and LUMO	0.3689	Eh
E_LUMO	-0.416	eV
total energy	-611.41885	a.u.

Geometry as ORCA input:
```
! wB97M-V def2-TZVPD RIJCOSX def2/J DEFGRID3
* xyz 0 1
O -2.3970 -1.6865 0.6600
H -1.5037 -1.3704 0.5164
H -3.0005 -1.1688 1.0944
O -0.1543 -0.3263 0.5290
H -0.1572 -0.3919 -0.3586
H 0.4245 -0.9302 1.0845
O 3.3773 -0.2984 0.9601
H 2.4968 -0.5715 0.8976
H 3.5862 -0.1801 -0.0295
O -1.8154 1.5720 1.0579
H -1.2600 0.7637 0.6701
H -1.2781 2.0644 1.6905
O 1.3658 -2.1894 2.1086
H 0.8228 -2.2660 2.9433
H 1.2579 -3.0975 1.6883
O -0.0477 -0.6461 -2.2953
H -0.0200 -1.5297 -2.7480
H 0.7913 -0.3118 -2.8918
O 0.8611 3.0094 -0.0980
H 0.5802 2.0366 -0.0122
H 1.3302 3.1027 0.8010
O -1.9329 1.3113 -3.0702
H -1.9425 2.3327 -2.5849
H -1.3849 0.7718 -2.6133
*
```

Results of the Löwdin charge analysis, in e, for atoms 1 through 8: O -0.027; H -0.030; H -0.012; O -0.042; H -0.038; H 0.079; O -0.057; H -0.066

---

Entry 11:
Formula: H16O8
Source: OMol25
Level of theory: wB97M-V/def2-TZVPD

gap between HOMO and LUMO	0.4011	Eh
E_LUMO	-0.338	eV
total energy	-611.43745	a.u.

Geometry as ORCA input:
```
! wB97M-V def2-TZVPD RIJCOSX def2/J DEFGRID3
* xyz 0 1
O 0.0712 -0.6570 -0.6023
H 0.3241 0.2108 -0.8909
H 0.6936 -1.0917 0.0643
O -1.3663 -0.3841 3.9510
H -1.5342 -0.6674 3.0454
H -0.5358 -0.6993 4.1586
O 0.2104 3.3266 -2.5633
H -0.4609 3.5452 -1.8000
H 0.4945 2.4447 -2.2736
O 2.6089 -3.4431 2.7175
H 2.8555 -2.8279 2.0352
H 1.6437 -3.3631 2.9813
O -3.2613 -2.6411 -0.6956
H -2.2783 -2.7515 -0.6983
H -3.6464 -3.2587 -0.0564
O -2.9432 1.1287 -3.0406
H -3.8681 1.1649 -3.2751
H -2.5178 1.9085 -3.4708
O 1.5159 2.9664 0.7930
H 0.5395 3.0876 0.6865
H 1.7702 3.7526 1.1281
O 2.9385 -0.5023 -1.0092
H 2.8198 -0.8135 -0.1654
H 3.9265 -0.4355 -1.0194
*
```

Results of the Löwdin charge analysis, in e, for atoms 1 through 8: O -0.067; H 0.005; H 0.061; O -0.020; H 0.039; H -0.020; O -0.101; H 0.089

---

What is the formula in the second record?
H16NO6